# 1
Below is 9 unconnected molecules or ions with the total composition C37H57BN3O18P in a non-equilibrium geometry, with properties calculated with wB97M-V/def2-TZVPD.

```
117
Properties=species:S:1:pos:R:3:forces:R:3
C 2.25391 -0.46420 -2.56886 0.265 0.599 0.074
O 1.65967 0.80256 -2.97042 -0.988 -0.621 0.150
B 0.31689 0.79457 -2.51416 1.340 0.549 0.248
O 0.10547 1.09864 -1.19520 -0.414 0.156 -1.178
C -0.82621 0.46696 -3.59113 -0.246 0.486 -0.517
C -0.82368 1.49874 -4.71107 0.172 -0.879 1.289
N -0.80940 2.20411 -5.62015 -0.056 0.188 0.476
C -2.26400 0.30313 -3.02555 -1.740 1.046 -0.396
C -2.76321 1.49067 -2.21478 1.951 -3.906 -2.517
N -2.82840 2.33442 -1.47497 -0.878 2.726 2.079
P -2.51313 -1.33910 -2.13530 1.310 -1.439 -0.388
N -1.60239 -2.46119 -2.79443 0.001 0.705 0.679
H 3.34414 -0.29447 -2.47425 -0.590 -0.250 -0.184
H 2.01989 -1.21473 -3.34793 0.248 0.132 0.564
H 1.86189 -0.75104 -1.57177 0.243 -0.186 -0.575
H 0.67314 1.89301 -1.01916 -0.125 -0.462 0.570
H -0.54949 -0.50173 -4.07380 -0.327 0.455 0.288
H -2.94474 0.25758 -3.90816 0.360 -0.306 0.521
H -3.87960 -1.67818 -2.32529 0.127 0.845 0.203
H -2.25603 -1.19876 -0.74441 -0.465 0.660 -0.571
H -1.00086 -2.82566 -2.05233 -0.033 -0.080 -0.324
O 1.17074 3.48911 -0.65593 0.197 -0.099 -0.044
C 2.25430 3.98642 -0.49154 -0.200 0.110 0.167
C 2.63629 5.42282 -0.76184 0.420 -0.090 -0.222
C 4.15510 5.35080 -0.75107 0.119 0.399 -0.236
C 4.41678 4.20160 0.19349 0.522 0.111 0.227
O 3.30008 3.30536 0.01668 -0.207 0.240 -0.356
H 2.25063 6.05004 0.04485 -0.122 -0.030 -0.055
H 2.25025 5.75717 -1.72198 -0.298 -0.007 0.170
H 4.63807 6.27631 -0.44274 0.037 -0.104 0.088
H 4.51675 5.09899 -1.75081 -0.017 -0.008 0.045
H 4.44561 4.52025 1.23751 -0.023 -0.015 -0.033
H 5.34349 3.68165 -0.04197 -0.162 -0.207 0.076
O -3.61926 -2.81500 0.08770 0.030 -0.422 -0.027
C -4.39590 -3.70537 -0.13384 -0.096 0.337 0.056
C -5.81118 -3.80311 0.38479 -0.003 -0.510 0.097
C -6.14623 -5.26334 0.12776 -0.323 -0.082 0.168
C -5.28660 -5.57911 -1.08105 -0.205 -0.276 -0.103
O -4.11696 -4.75549 -0.93686 0.081 0.212 0.188
H -6.44819 -3.13194 -0.19281 0.027 0.063 0.098
H -5.85767 -3.55799 1.44358 0.032 0.315 -0.116
H -7.20687 -5.45057 -0.03639 0.050 0.013 -0.074
H -5.82642 -5.86872 0.97940 -0.002 -0.005 -0.058
H -5.77916 -5.32063 -2.02130 0.041 0.034 0.022
H -4.99204 -6.62663 -1.11494 0.211 0.116 -0.086
O 5.44511 6.97696 1.94141 -0.037 0.209 -0.319
C 4.69920 7.86385 2.24599 0.268 -0.288 0.335
C 3.61529 7.80009 3.29933 -0.431 0.295 -0.235
C 2.77385 9.02363 2.96778 -0.275 -0.041 0.187
C 3.79790 9.96052 2.35548 -0.178 0.291 0.051
O 4.74853 9.10441 1.70056 -0.009 -0.250 -0.026
H 4.07576 7.87574 4.28588 0.034 -0.135 -0.030
H 3.04285 6.87901 3.21506 0.263 -0.126 0.152
H 2.25888 9.45121 3.82707 0.055 0.049 -0.046
H 2.02024 8.75953 2.22208 0.023 0.049 0.025
H 4.32425 10.55145 3.10890 0.019 -0.042 -0.019
H 3.35378 10.63585 1.62617 0.214 -0.050 -0.098
O 1.31546 -2.04670 0.81694 0.230 0.170 -0.281
C 1.92292 -1.14345 1.32336 -0.374 -0.087 0.279
C 1.33039 0.05745 2.02241 0.268 0.411 -0.106
C 2.51947 1.00339 2.09192 -0.210 0.249 0.055
C 3.69262 0.04584 2.14254 0.300 0.298 0.288
O 3.27550 -1.09862 1.37582 -0.278 -0.113 -0.256
H 0.98951 -0.24292 3.01561 -0.081 -0.093 -0.071
H 0.50776 0.47756 1.44678 -0.129 -0.268 0.067
H 2.48663 1.68913 2.93875 0.092 -0.080 0.026
H 2.56664 1.59822 1.18047 -0.011 -0.106 0.118
H 3.92072 -0.28090 3.15775 -0.017 -0.023 -0.055
H 4.59088 0.47610 1.70122 0.011 -0.247 -0.104
O -2.29591 -1.88172 -5.88055 -0.291 -0.035 -0.324
C -1.69196 -1.64379 -6.88675 0.242 -0.025 0.537
C -0.64915 -0.56699 -7.06606 -0.072 -0.084 -0.585
C -0.53973 -0.47659 -8.58010 0.193 0.323 -0.044
C -0.89435 -1.88650 -9.01397 0.108 0.018 -0.242
O -1.83506 -2.35625 -8.03637 -0.110 0.052 0.113
H 0.28899 -0.89683 -6.61235 -0.055 -0.038 0.084
H -0.96532 0.36028 -6.60520 0.051 -0.297 -0.134
H 0.43819 -0.15014 -8.93246 -0.031 -0.071 -0.028
H -1.28519 0.22608 -8.95995 0.039 -0.028 -0.003
H -0.02792 -2.55321 -9.01185 -0.021 0.005 0.032
H -1.35390 -1.91018 -10.00117 -0.117 -0.171 0.110
O 5.98069 0.24848 5.43836 -0.330 0.024 -0.262
C 5.15849 -0.45738 5.94644 0.464 0.261 0.229
C 5.38473 -1.41859 7.09128 -0.351 -0.464 -0.117
C 4.13796 -2.28946 7.03051 0.102 -0.308 0.175
C 3.10920 -1.33861 6.45038 -0.321 -0.221 0.091
O 3.84992 -0.46605 5.58006 0.162 0.028 -0.003
H 5.44321 -0.85236 8.02280 0.123 0.040 -0.054
H 6.29189 -1.99835 6.93928 0.134 0.279 0.072
H 3.84347 -2.70634 7.99304 -0.063 0.065 -0.035
H 4.30407 -3.12020 6.34105 -0.072 0.044 0.003
H 2.62256 -0.73144 7.21842 0.047 0.033 -0.025
H 2.34505 -1.86182 5.87737 0.059 0.172 -0.142
O -10.37674 -3.01056 -0.21245 0.385 -0.020 -0.117
C -9.84235 -2.03757 0.23187 -0.481 -0.319 0.152
C -10.52652 -0.85821 0.88580 0.316 0.475 -0.179
C -9.42893 0.19584 0.87762 -0.169 0.274 0.085
C -8.17067 -0.64875 0.94694 0.228 0.254 0.095
O -8.49323 -1.86486 0.25014 -0.189 0.005 -0.074
H -10.81802 -1.13605 1.90025 -0.093 -0.068 -0.068
H -11.39475 -0.54441 0.31152 -0.125 -0.271 0.131
H -9.50606 0.91934 1.68828 0.081 -0.048 -0.005
H -9.45507 0.74491 -0.06622 0.038 -0.014 0.046
H -7.89394 -0.89953 1.97411 -0.021 -0.026 -0.026
H -7.32392 -0.16512 0.46221 0.041 -0.227 -0.044
O 3.27448 -4.49575 3.55181 0.278 -0.310 0.055
C 3.22400 -5.04234 2.48445 -0.230 0.542 0.055
C 2.21370 -4.78323 1.39209 0.100 -0.782 -0.124
C 2.39274 -5.99845 0.49439 -0.268 -0.019 -0.166
C 3.85088 -6.35129 0.71996 0.003 -0.165 -0.270
O 4.12540 -5.97493 2.07883 -0.058 0.077 0.201
H 2.47383 -3.85843 0.88226 -0.107 0.043 0.126
H 1.20705 -4.72466 1.79757 0.098 0.357 0.058
H 2.15127 -5.81309 -0.55177 0.078 -0.007 0.022
H 1.75499 -6.81317 0.84673 0.058 -0.011 -0.050
H 4.52062 -5.79106 0.06251 -0.016 0.020 0.040
H 4.04175 -7.41603 0.59210 0.154 0.054 0.183
```
Forces are in eV/Å.

Output
multiplicity = 1
structure (SMILES) = COB(O)[C@H](C#N)[C@H](C#N)[PH2]=N.O=C1CCCO1.O=C1CCCO1.O=C1CCCO1.O=C1CCCO1.O=C1CCCO1.O=C1CCCO1.O=C1CCCO1.O=C1CCCO1
E = -3328.97432 a.u.

---

# 2
Below is 8 unconnected molecules or ions with the total composition C37H57BNO24S, with properties calculated with wB97M-V/def2-TZVPD.

```
121
Properties=species:S:1:pos:R:3:forces:R:3
C -3.18010 1.32066 5.06630 0.045 -0.155 -0.183
C -3.35080 1.98860 3.69187 -0.024 0.227 0.362
O -2.27528 2.88688 3.43649 -0.252 -0.053 -0.198
C -4.65689 2.80846 3.56040 0.136 -0.199 0.530
S -5.99511 1.93639 2.74896 0.233 0.045 -0.525
C -7.09860 3.27397 2.23396 -0.185 -0.048 0.466
B -8.06650 3.80522 3.39755 -0.165 0.045 -0.060
O -7.50341 4.07394 4.59462 -0.156 -0.078 -0.069
O -9.40148 4.02893 3.15376 0.134 -0.285 0.478
C -6.90496 1.09222 4.03834 -0.111 -0.003 0.178
C -8.04713 0.40577 3.66244 -0.080 0.025 0.000
C -8.75203 -0.23590 4.67369 -0.045 0.033 -0.182
C -8.26660 -0.17125 5.96635 -0.038 -0.071 0.175
C -7.09157 0.52630 6.21085 -0.025 -0.039 0.136
N -6.41994 1.16575 5.25693 0.066 -0.050 -0.005
H -3.86831 1.71744 5.80970 0.079 0.051 0.022
H -3.33420 0.24176 5.00366 -0.102 0.046 0.044
H -2.14975 1.47715 5.39014 -0.097 -0.024 -0.010
H -3.31202 1.22517 2.91133 0.150 0.171 -0.100
H -2.39065 3.65806 4.00683 0.179 -0.080 0.048
H -5.01599 3.14583 4.53414 -0.100 0.109 -0.134
H -4.48329 3.67806 2.92596 -0.042 -0.100 -0.094
H -7.64979 2.91312 1.36742 0.159 0.073 -0.088
H -6.42147 4.08705 1.95725 -0.074 -0.041 -0.215
H -8.16407 4.30939 5.26028 0.133 0.151 -0.026
H -9.92533 3.25751 2.91553 -0.016 0.222 -0.359
H -8.37963 0.37761 2.63124 0.043 -0.063 0.026
H -9.65869 -0.78127 4.44256 0.044 0.018 0.028
H -8.78236 -0.65996 6.78436 0.045 0.028 -0.084
H -6.67941 0.57175 7.21366 0.015 0.054 -0.094
C -2.08712 7.03516 0.73976 -0.056 -0.273 0.000
C -2.89498 7.40921 1.95040 0.146 0.063 -0.049
C -2.14394 7.59621 3.25450 -0.052 -0.036 -0.020
O -3.16519 7.27287 4.22703 0.113 0.010 0.033
C -4.02429 6.42463 3.65034 -0.049 -0.003 -0.037
O -4.87351 5.80612 4.22437 0.051 -0.062 -0.017
O -3.80113 6.33492 2.32517 -0.078 0.064 -0.057
H -2.74891 6.79094 -0.09083 -0.015 0.078 -0.010
H -1.45394 7.87139 0.44845 0.012 0.007 0.010
H -1.45215 6.17350 0.94334 0.045 0.050 0.035
H -3.51449 8.28686 1.74637 -0.042 -0.017 0.025
H -1.78296 8.60463 3.42020 -0.108 0.032 0.078
H -1.32228 6.88780 3.36880 0.025 0.000 -0.093
C 3.95637 9.85932 2.41219 0.052 -0.171 0.115
C 2.70007 9.29968 1.80370 0.041 0.101 0.057
C 1.40307 9.65473 2.50167 -0.007 0.002 -0.039
O 0.56925 8.53166 2.16276 0.034 0.168 0.076
C 1.38594 7.46353 1.95763 0.005 -0.006 0.032
O 0.99384 6.34640 1.85002 -0.034 -0.064 0.031
O 2.66793 7.85679 1.90550 0.012 0.008 -0.110
H 4.83442 9.43397 1.92943 -0.008 0.039 -0.052
H 3.98091 10.94131 2.28516 -0.007 0.010 -0.004
H 4.01017 9.62484 3.47568 -0.028 0.021 0.005
H 2.63905 9.54927 0.74099 -0.008 -0.020 -0.009
H 0.94671 10.57699 2.15333 -0.070 -0.064 -0.076
H 1.51936 9.68371 3.58733 0.048 0.031 0.004
C -1.17012 1.01094 0.60115 0.093 0.085 -0.168
C -1.56429 -0.34599 0.08449 0.074 0.011 0.043
C -0.71053 -1.51004 0.54174 0.078 0.043 0.077
O -0.87120 -2.43567 -0.54203 -0.055 -0.067 0.083
C -1.11121 -1.71998 -1.65834 0.293 -0.048 0.057
O -1.05676 -2.15957 -2.76065 -0.132 0.077 -0.201
O -1.38367 -0.43034 -1.34431 -0.191 -0.009 -0.001
H -1.74647 1.79200 0.10499 -0.052 -0.011 0.042
H -1.35333 1.07512 1.67371 0.049 0.014 0.015
H -0.11449 1.20888 0.41604 0.016 -0.054 0.027
H -2.62210 -0.54532 0.29234 -0.012 -0.017 -0.045
H -1.03579 -1.96605 1.47309 -0.053 -0.101 -0.070
H 0.34650 -1.25026 0.60108 0.031 0.069 0.109
C 2.19744 -2.04121 -4.02607 0.187 -0.102 0.153
C 2.22504 -2.30265 -5.50385 -0.128 0.029 0.101
C 1.18847 -3.28325 -6.00812 -0.001 -0.033 -0.007
O 1.83751 -3.82785 -7.17098 -0.119 -0.055 0.018
C 3.17607 -3.74120 -6.97531 -0.035 -0.027 0.081
O 3.98988 -4.27563 -7.65556 0.049 -0.043 -0.038
O 3.44224 -2.97836 -5.89383 0.034 0.081 -0.061
H 3.06189 -1.45560 -3.71481 -0.021 0.034 -0.039
H 1.29088 -1.50173 -3.75413 -0.038 -0.020 -0.040
H 2.21814 -2.98086 -3.47331 -0.051 0.045 -0.003
H 2.17832 -1.36906 -6.07203 0.008 -0.007 -0.018
H 0.24028 -2.83082 -6.28385 0.036 0.009 -0.116
H 1.01611 -4.09444 -5.29652 -0.032 0.034 0.049
C 4.52713 -4.73385 -2.63186 -0.113 0.161 -0.101
C 4.43695 -4.20044 -1.22886 -0.103 -0.081 -0.132
C 3.61333 -5.02341 -0.26475 0.013 -0.043 0.012
O 3.16530 -4.02336 0.67222 -0.002 -0.048 -0.005
C 3.11776 -2.84664 0.01786 -0.085 -0.054 -0.099
O 2.60362 -1.85720 0.44650 -0.046 0.081 0.033
O 3.71118 -2.94058 -1.18495 0.085 0.009 0.095
H 5.01163 -4.01060 -3.28759 0.050 -0.020 0.008
H 5.10488 -5.65768 -2.63559 -0.010 -0.014 0.030
H 3.53358 -4.93603 -3.03456 -0.004 -0.062 0.031
H 5.42836 -4.01266 -0.82110 -0.027 0.022 0.014
H 4.17666 -5.79837 0.24643 0.016 0.081 0.108
H 2.73371 -5.45839 -0.74390 0.030 -0.033 -0.050
C -0.38746 -6.54373 -7.86179 -0.189 0.011 0.164
C 0.62920 -7.10191 -6.90364 0.008 0.074 -0.213
C 0.81967 -8.60250 -6.93909 0.027 -0.006 0.063
O 1.25858 -8.87585 -5.60018 -0.052 -0.056 -0.030
C 0.75837 -7.91162 -4.79277 -0.009 0.009 -0.079
O 0.79087 -7.93408 -3.60634 0.017 0.011 0.084
O 0.21547 -6.91567 -5.53335 0.082 0.066 0.015
H -0.55513 -5.48591 -7.66527 0.076 0.018 -0.045
H -0.03097 -6.65136 -8.88577 0.016 0.004 -0.006
H -1.34187 -7.06205 -7.75821 0.018 -0.033 -0.016
H 1.58780 -6.58996 -7.02677 0.011 -0.014 -0.006
H 1.56517 -8.94083 -7.65280 0.092 -0.005 0.095
H -0.12303 -9.12851 -7.10877 -0.014 0.022 -0.041
C 10.97062 -5.65891 -0.47692 -0.036 -0.178 0.101
C 9.62637 -5.52424 -1.13834 0.073 0.052 0.053
C 8.62221 -4.63267 -0.43651 -0.011 0.001 -0.037
O 7.37487 -5.20637 -0.85818 0.189 0.071 0.113
C 7.59470 -6.52066 -1.12596 -0.044 -0.003 0.013
O 6.72780 -7.30834 -1.31983 -0.046 -0.037 -0.003
O 8.91500 -6.78159 -1.13384 0.033 0.008 -0.087
H 11.56430 -6.42384 -0.97455 0.013 0.040 -0.048
H 11.50832 -4.71250 -0.53108 -0.001 0.012 -0.003
H 10.86046 -5.94610 0.56922 -0.016 0.030 0.006
H 9.73662 -5.21997 -2.18289 -0.011 -0.005 -0.008
H 8.67136 -3.58811 -0.73158 -0.092 -0.017 -0.078
H 8.69104 -4.71570 0.65050 0.064 0.004 0.007
```
Forces are in eV/Å.

Output
net charge = +1
multiplicity = 1
E = -3727.63921 a.u.

---

Which value of multiplicity does entry 1 give? 1

---

The highest E belongs to which entry? C37H57BN3O18P

---

What is the multiplicity in the second record? 1

---

What is the formula in the second record? C37H57BNO24S